Entry 1:
Computed, not measured: a structure of composition C23H19IrN5O4S in a non-equilibrium geometry, with wB97M-V/def2-TZVPD.

Each line ends with the Löwdin spin population.
Cartesian coordinates (Å):
Ir  -0.1176  0.1363  0.4521  0.838
O  0.5147  2.9672  -2.6668  0.004
C  0.1622  2.1733  -1.8365  0.002
O  0.7420  1.1431  -1.3980  0.001
C  -1.2456  2.3924  -1.1696  0.004
C  -1.9667  3.5625  -1.3998  0.000
C  -3.2689  3.5991  -0.9547  0.008
C  -3.8471  2.4657  -0.3574  0.000
C  -5.2147  2.3687  -0.0162  0.001
C  -5.7421  1.1956  0.4559  -0.001
C  -4.9162  0.0801  0.6575  0.001
C  -3.5726  0.1462  0.3919  -0.001
C  -3.0173  1.3220  -0.1357  0.004
N  -1.7130  1.3672  -0.4979  0.004
H  -1.4999  4.3805  -1.9237  0.000
H  -3.8635  4.4887  -1.1150  0.000
H  -5.8342  3.2390  -0.1585  0.000
H  -6.7973  1.1195  0.6709  0.000
H  -5.3468  -0.8406  1.0128  0.000
H  -2.9233  -0.7020  0.5596  0.000
C  4.2727  3.5920  0.2477  0.001
N  4.2168  2.1689  0.0787  0.008
C  5.2116  1.3940  -0.4092  0.006
C  4.7882  0.1032  -0.3598  0.010
N  3.5147  0.0861  0.1551  0.005
C  3.1638  1.3851  0.4090  -0.003
S  1.7588  2.0720  1.0423  0.050
C  2.8457  -1.1514  0.3220  0.000
C  3.6145  -2.2555  0.6882  0.003
C  3.0582  -3.5218  0.6203  -0.001
C  1.7509  -3.6542  0.1722  0.002
C  1.0283  -2.5044  -0.0866  0.001
N  1.5515  -1.2799  0.0181  0.009
H  5.2740  3.9449  0.0075  0.000
H  4.0389  3.8645  1.2775  0.000
H  3.5516  4.0862  -0.4034  0.000
H  6.1366  1.7929  -0.7753  0.000
H  5.2960  -0.7799  -0.6835  0.001
H  4.6295  -2.1238  1.0268  0.000
H  3.6394  -4.3910  0.8901  0.000
H  1.3044  -4.6234  0.0289  0.000
H  -0.0008  -2.5640  -0.4275  0.000
O  -1.4306  -1.2232  2.3195  0.034
C  -0.7299  -0.6337  3.1293  0.008
C  -0.6875  -0.6062  4.6288  0.001
C  0.4404  0.3934  4.9333  -0.003
C  0.9913  0.7599  3.5655  0.001
O  1.9552  1.4723  3.3101  -0.015
N  0.2385  0.1800  2.6253  0.016
H  -0.4869  -1.6045  5.0190  0.000
H  -1.6573  -0.2964  5.0234  0.000
H  1.2283  -0.0028  5.5757  0.000
H  0.0769  1.3173  5.3914  0.000

<S²>: 0.776
Net charge: +2
Kohn-Sham gap (alpha / beta), eV: 4.324 / 4.442
HOMO energy (alpha / beta), eV: -13.984 / -13.969
Multiplicity: 2
E_LUMO (alpha / beta), eV: -9.66 / -9.53

***

Entry 2:
Computed, not measured: a structure of composition C23H19N5O7Sr in a non-equilibrium geometry, with wB97M-V/def2-TZVPD.

Each line ends with the Mulliken charge.
Cartesian coordinates (Å):
Sr  -0.0372  0.1947  0.0204  1.752
O  6.6710  -5.0867  -0.1579  -0.600
N  5.4804  -5.2243  0.0618  0.977
O  4.9617  -6.3017  0.2993  -0.625
C  4.6744  -4.0339  0.0380  -0.630
C  5.3546  -2.8445  0.0217  -0.545
C  4.6825  -1.6066  0.0056  1.377
C  5.3931  -0.3890  0.0170  -0.587
C  4.6855  0.7829  0.0132  -1.066
C  3.2850  0.7314  -0.0069  -0.117
N  2.6011  -0.3939  -0.0289  -0.230
C  3.2648  -1.5619  -0.0239  -0.770
C  2.5365  -2.8107  -0.0604  0.036
N  1.2012  -2.7587  -0.1710  -0.169
C  0.5225  -3.8869  -0.2070  -0.230
C  1.1051  -5.1470  -0.1055  -1.333
C  2.4730  -5.2319  -0.0062  -0.426
C  3.2392  -4.0518  0.0017  1.068
H  6.4350  -2.8568  0.0267  0.543
H  6.4738  -0.4105  0.0245  0.469
H  5.1849  1.7386  0.0250  0.494
H  2.7151  1.6489  -0.0082  0.725
H  -0.5458  -3.8040  -0.3274  0.693
H  0.4947  -6.0363  -0.1128  0.443
H  2.9566  -6.1928  0.0631  0.547
O  -1.9606  6.1976  0.0120  -0.574
C  -1.5752  5.0537  -0.0037  0.313
C  -2.4448  3.8170  -0.0341  0.212
O  -3.6607  3.7882  -0.0145  -0.667
C  -1.5212  2.6894  -0.0781  0.530
C  -0.1869  3.1380  -0.0019  0.642
O  0.7958  2.3289  0.0479  -1.037
C  -0.1328  4.5957  0.0091  0.261
O  0.8473  5.3164  0.0162  -0.670
O  -1.8310  1.4586  -0.1624  -1.010
C  -2.5071  -2.2251  1.1879  -0.518
C  -3.6365  -3.2862  1.1386  -0.727
N  -4.5194  -3.0079  0.0202  -0.163
C  -5.0700  -1.6663  0.1608  -0.811
C  -3.9320  -0.6149  0.1874  -0.984
N  -2.6392  -1.2985  0.0573  0.416
C  -2.6475  -2.0182  -1.2213  -0.594
C  -3.7645  -3.0918  -1.2182  -0.714
H  -1.5181  -2.6899  1.1512  0.216
H  -2.5749  -1.6287  2.1045  0.536
H  -4.2328  -3.2687  2.0531  0.282
H  -3.2356  -4.2963  1.0081  0.337
H  -5.6558  -1.6438  1.0825  0.305
H  -5.7494  -1.4969  -0.6768  0.323
H  -3.9280  -0.0500  1.1198  0.452
H  -4.0251  0.1039  -0.6263  0.468
H  -1.6613  -2.4603  -1.3845  0.306
H  -2.8205  -1.2796  -2.0093  0.462
H  -3.3507  -4.1015  -1.2910  0.289
H  -4.4597  -2.9468  -2.0479  0.322

Energy above the lowest of the compared OMol25 structures with the same formula, charge and spin, kJ/mol: 63.78
Kohn-Sham gap, eV: 4.725
HOMO energy, eV: -6.883
E_LUMO, eV: -2.16

***

Energy across the listed records, respectively: -53456.0906; -46776.2265 eV.